{"formula": "C36H72O18S9", "method": "the ωB97M-V functional and the def2-TZVPD basis", "species": ["C", "C", "C", "S", "O", "O", "C", "H", "H", "H", "H", "H", "H", "H", "H", "C", "C", "C", "S", "O", "O", "C", "H", "H", "H", "H", "H", "H", "H", "H", "C", "C", "C", "S", "O", "O", "C", "H", "H", "H", "H", "H", "H", "H", "H", "C", "C", "C", "S", "O", "O", "C", "H", "H", "H", "H", "H", "H", "H", "H", "C", "C", "C", "S", "O", "O", "C", "H", "H", "H", "H", "H", "H", "H", "H", "C", "C", "C", "S", "O", "O", "C", "H", "H", "H", "H", "H", "H", "H", "H", "C", "C", "C", "S", "O", "O", "C", "H", "H", "H", "H", "H", "H", "H", "H", "C", "C", "C", "S", "O", "O", "C", "H", "H", "H", "H", "H", "H", "H", "H", "C", "C", "C", "S", "O", "O", "C", "H", "H", "H", "H", "H", "H", "H", "H"], "positions_angstrom": [[3.5533, 9.0304, -1.7352], [4.9099, 9.4150, -2.3231], [5.2570, 8.6348, -3.6158], [3.5960, 7.8089, -4.0588], [3.7093, 6.3954, -3.7814], [3.1541, 8.2361, -5.3445], [2.5733, 8.5692, -2.8150], [3.1299, 9.8200, -1.1145], [3.7264, 8.2549, -0.9891], [5.6143, 9.1974, -1.5202], [4.7613, 10.4837, -2.4779], [6.0915, 7.9344, -3.5811], [5.4286, 9.3725, -4.3997], [1.7915, 7.8148, -2.7268], [2.0702, 9.4257, -3.2638], [1.6414, 5.3345, 5.4733], [1.0763, 4.7183, 4.1917], [2.0423, 4.8654, 3.0407], [3.6438, 4.5644, 3.7124], [4.6055, 5.2658, 2.9259], [3.9136, 3.1354, 4.0709], [3.1861, 5.4602, 5.3494], [1.4611, 4.7090, 6.3476], [1.1516, 6.2957, 5.6291], [0.1159, 5.2338, 4.1990], [1.0985, 3.6637, 4.4662], [1.9094, 5.8684, 2.6352], [1.9673, 4.2370, 2.1532], [3.3474, 6.5144, 5.1240], [3.7478, 5.1133, 6.2167], [-5.3726, 0.9931, 8.8772], [-3.8761, 1.2083, 9.1955], [-3.2885, 2.0751, 8.1583], [-3.7923, 1.3717, 6.5516], [-3.1855, 0.0346, 6.4014], [-3.8178, 2.3146, 5.4633], [-5.5464, 1.2353, 7.3272], [-6.0192, 1.5753, 9.5337], [-5.5864, -0.0686, 9.0011], [-3.4261, 0.2156, 9.2062], [-3.7126, 1.7494, 10.1275], [-2.1986, 2.0856, 8.1636], [-3.7028, 3.0664, 8.3422], [-6.1021, 0.4562, 6.8054], [-5.9763, 2.2317, 7.2253], [4.5662, -7.2750, -2.5453], [3.5703, -7.3946, -3.6869], [3.7879, -6.3115, -4.7540], [4.9927, -5.0736, -4.1541], [4.4604, -3.6962, -4.2960], [6.2630, -5.4542, -4.7800], [4.9814, -5.6854, -2.3497], [5.3546, -8.0254, -2.6018], [3.9481, -7.6465, -1.7280], [2.5868, -7.2148, -3.2527], [3.4665, -8.4473, -3.9498], [2.8782, -5.7295, -4.9022], [4.1392, -6.5333, -5.7617], [4.1978, -5.3443, -1.6731], [5.9043, -5.3045, -1.9123], [-4.2997, -3.5947, -6.4540], [-4.0225, -5.0292, -7.1381], [-2.6838, -5.6551, -6.5231], [-2.6941, -4.8606, -4.8271], [-1.3095, -4.6916, -4.3352], [-3.8134, -5.4835, -4.0293], [-3.2948, -3.2501, -5.4195], [-5.2896, -3.5633, -5.9987], [-4.2856, -2.8925, -7.2875], [-3.9729, -4.9023, -8.2196], [-4.8502, -5.6848, -6.8677], [-1.7706, -5.1855, -6.8889], [-2.5445, -6.7236, -6.3587], [-2.4305, -2.6840, -5.7667], [-3.6534, -2.5856, -4.6334], [-1.8257, 5.1744, -8.2957], [-2.3379, 4.8730, -9.7912], [-1.1909, 5.4679, -10.6223], [0.3424, 4.7868, -9.9256], [1.4465, 5.7387, -9.7063], [0.5511, 3.4703, -10.5344], [-0.4570, 4.5283, -8.1837], [-2.4904, 4.7285, -7.5558], [-1.9772, 6.2296, -8.0684], [-3.2914, 5.3712, -9.9665], [-2.4356, 3.8090, -10.0066], [-1.0083, 6.5209, -10.4082], [-1.2492, 5.4996, -11.7103], [0.1277, 4.9230, -7.3528], [-0.5968, 3.4481, -8.2250], [2.9427, -4.7105, 6.9973], [1.5943, -4.5717, 6.3373], [0.5707, -4.4052, 7.4594], [1.4157, -3.2131, 8.6735], [1.0657, -3.7592, 9.9905], [1.2012, -1.8666, 8.2564], [3.1914, -3.6770, 8.1749], [3.6569, -4.4070, 6.2319], [3.1685, -5.7593, 7.1896], [1.3660, -5.4067, 5.6749], [1.5170, -3.6711, 5.7281], [0.3599, -5.3106, 8.0284], [-0.3670, -3.9877, 7.0924], [3.6455, -4.1237, 9.0594], [3.6595, -2.8091, 7.7106], [-3.4179, -6.1415, 1.9495], [-3.7448, -4.6709, 2.2329], [-5.0225, -4.6284, 3.1402], [-5.1562, -6.3825, 3.8146], [-6.2149, -6.9688, 3.0246], [-5.3165, -6.2733, 5.2694], [-3.4537, -6.9289, 3.3263], [-2.4280, -6.1568, 1.4935], [-4.2167, -6.4506, 1.2753], [-3.9190, -4.0828, 1.3318], [-2.8439, -4.3021, 2.7233], [-6.0279, -4.4380, 2.7648], [-4.9680, -3.9943, 4.0251], [-3.5459, -8.0124, 3.2515], [-2.6919, -6.5660, 4.0163], [1.4737, -0.2936, -1.2277], [0.7570, -0.1400, 0.1298], [-0.6370, 0.5597, -0.1113], [-0.3411, 1.7550, -1.6037], [-0.2084, 3.1642, -1.2774], [-1.3400, 1.4206, -2.6584], [1.3173, 1.0512, -2.0257], [0.9575, -1.0240, -1.8508], [2.5309, -0.5280, -1.1034], [1.3915, 0.4527, 0.7887], [0.6997, -1.0818, 0.6754], [-1.3130, 0.9917, 0.6266], [-1.2937, -0.1494, -0.6152], [2.0694, 1.7251, -1.6153], [1.4555, 1.2082, -3.0955]], "forces_ev_per_a": [[-0.99, -1.57, 1.26], [-0.26, -0.10, 0.22], [-1.81, 0.81, 0.03], [1.92, -0.29, 0.34], [-0.07, 0.33, 0.15], [-0.23, 0.29, -0.94], [0.28, 0.59, -0.60], [0.01, 0.30, -0.37], [-0.17, -0.47, -0.20], [0.31, 0.50, -0.27], [0.99, 0.05, -0.41], [-0.44, -0.16, 0.21], [0.03, -0.33, -0.21], [0.18, -0.07, 1.04], [0.24, 0.08, -0.26], [1.71, 0.02, 0.50], [0.18, -1.19, 1.34], [-1.13, 0.51, -0.77], [0.40, -1.52, 3.35], [0.61, 0.36, -0.35], [-1.13, 2.79, -1.06], [-0.55, 0.36, -1.40], [-0.48, 0.00, -0.17], [0.44, 0.14, 0.23], [-0.28, -0.94, -1.31], [-1.11, -0.22, -0.49], [0.93, 0.28, 0.10], [-0.46, -0.48, 0.30], [0.75, -0.09, 0.08], [0.10, -0.05, -0.40], [0.50, -0.98, -1.42], [-0.42, -0.85, 0.64], [1.41, 0.34, -1.16], [-1.87, -1.15, 2.02], [-0.78, 2.01, 0.17], [0.35, -0.18, 0.10], [0.77, 0.28, 0.42], [-0.14, 0.12, -0.47], [-0.18, 0.13, 0.50], [0.39, 0.24, 0.25], [-0.11, -0.51, 0.29], [0.02, 0.18, 0.11], [0.16, 0.25, -0.84], [-0.04, 0.23, 0.07], [-0.03, -0.14, -0.69], [0.74, 0.96, 0.87], [-0.51, 0.55, -0.14], [-0.36, 0.75, -0.33], [-0.68, 0.34, 0.33], [1.04, -2.36, 0.37], [-1.07, 0.68, 1.11], [-0.73, -1.87, -1.08], [0.49, 0.62, -0.36], [0.48, 0.53, 0.71], [-0.09, 0.36, -0.05], [0.50, 0.15, -0.81], [-0.08, -0.05, 0.09], [0.21, -0.56, 0.24], [-0.32, 0.79, -0.77], [0.34, -0.87, -0.17], [-0.59, -0.84, -1.55], [0.83, -0.14, 1.44], [-0.87, 2.16, 1.19], [-0.82, -0.46, 1.04], [-2.07, -0.69, -0.27], [2.80, 1.24, -1.50], [1.15, 0.24, 0.56], [-0.02, -0.25, -0.24], [-0.06, 0.27, 0.27], [0.13, -0.22, 0.16], [0.09, -0.04, -0.24], [-0.05, -0.26, -0.51], [-0.42, 0.11, -0.29], [0.25, -0.45, -0.42], [-0.30, -0.64, 0.39], [-1.59, -1.12, -0.96], [1.11, 0.99, 1.20], [0.51, 1.20, -0.11], [0.44, -0.65, 2.21], [-1.60, -1.10, -1.22], [0.10, 1.32, 0.45], [-0.07, 0.53, -1.78], [-0.10, -0.43, -0.09], [0.88, 0.22, -0.35], [0.13, 0.00, -0.16], [-0.02, -0.02, 0.20], [-0.52, 0.29, 0.43], [0.15, -0.95, 0.01], [0.37, -0.30, -0.41], [0.22, 0.01, 0.57], [1.60, 0.69, -0.44], [-1.18, 0.44, 0.69], [0.44, 0.65, 0.18], [0.00, -3.40, -0.30], [0.68, 1.29, -1.13], [-0.30, 0.95, 0.22], [-2.28, -1.17, -0.77], [0.34, -0.28, -0.01], [-0.11, 0.14, 0.64], [0.04, -0.11, 0.15], [0.29, 0.10, -0.08], [0.20, 0.05, 0.03], [0.05, 0.25, 0.32], [0.22, 0.34, -0.23], [0.00, 0.09, 0.74], [-0.02, -0.02, 0.42], [-0.82, 0.13, 0.78], [0.85, -1.19, 1.03], [-0.32, 2.87, 1.59], [0.75, -0.84, 0.08], [0.39, -0.74, -1.40], [-1.84, 0.89, -1.68], [-0.17, -0.47, -0.18], [0.40, -0.81, -0.08], [0.20, -0.22, -0.10], [-0.37, 0.63, 0.36], [0.37, -0.13, -0.85], [0.49, -0.03, -0.02], [0.41, 0.09, -0.09], [-0.31, -0.13, 0.15], [-1.14, 0.77, -1.38], [-0.39, 1.21, 0.28], [0.54, -0.30, -1.98], [-0.93, -0.88, -0.80], [0.04, -0.85, 0.35], [1.82, 0.19, 1.86], [0.10, 0.72, 1.44], [0.26, -0.54, 0.27], [-0.18, -0.13, -0.10], [-0.06, 0.42, -0.04], [-0.47, -0.17, -0.35], [0.91, 0.38, 0.43], [0.10, -0.22, -0.18], [-0.32, 0.44, 0.32], [-0.29, -1.04, -0.12]], "mulliken_charge": [-0.664, -0.556, -0.615, 1.072, -0.626, -0.636, -0.644, 0.439, 0.254, 0.266, 0.278, 0.413, 0.296, 0.409, 0.312, -0.607, -0.457, -0.622, 1.001, -0.622, -0.622, -0.662, 0.234, 0.349, 0.321, 0.266, 0.300, 0.407, 0.296, 0.418, -0.542, -0.481, -0.729, 0.962, -0.578, -0.626, -0.704, 0.329, 0.228, 0.299, 0.310, 0.430, 0.339, 0.464, 0.297, -0.672, -0.557, -0.643, 1.023, -0.604, -0.616, -0.671, 0.305, 0.368, 0.222, 0.402, 0.311, 0.417, 0.301, 0.416, -0.529, -0.607, -0.722, 0.997, -0.612, -0.655, -0.662, 0.278, 0.307, 0.391, 0.259, 0.333, 0.456, 0.349, 0.415, -0.690, -0.593, -0.658, 1.039, -0.634, -0.630, -0.627, 0.334, 0.345, 0.321, 0.313, 0.337, 0.428, 0.388, 0.328, -0.630, -0.548, -0.774, 1.058, -0.642, -0.591, -0.626, 0.292, 0.331, 0.348, 0.289, 0.359, 0.425, 0.340, 0.369, -0.718, -0.535, -0.636, 1.062, -0.608, -0.658, -0.591, 0.369, 0.354, 0.308, 0.292, 0.347, 0.337, 0.380, 0.297, -0.538, -0.526, -0.772, 1.031, -0.599, -0.652, -0.751, 0.280, 0.349, 0.258, 0.361, 0.458, 0.325, 0.337, 0.439], "smiles": "O=S1(=O)CCCC1.O=S1(=O)CCCC1.O=S1(=O)CCCC1.O=S1(=O)CCCC1.O=S1(=O)CCCC1.O=S1(=O)CCCC1.O=S1(=O)CCCC1.O=S1(=O)CCCC1.O=S1(=O)CCCC1", "spin_multiplicity": 1, "gap_ev": 9.6731, "de_lowest_kcal_mol": 147.35, "lumo_energy_ev": -0.065}

***

{"formula": "C10H22EuN3", "method": "the ωB97M-V functional and the def2-TZVPD basis", "species": ["C", "Eu", "N", "N", "H", "H", "H", "H", "H", "H", "H", "H", "H", "H", "C", "N", "C", "C", "C", "C", "C", "C", "C", "C", "H", "H", "H", "H", "H", "H", "H", "H", "H", "H", "H", "H"], "positions_angstrom": [[-1.6385, 0.4066, -2.5853], [0.2449, 0.4312, -1.1341], [2.6369, 1.0556, -0.6339], [1.6577, -0.1349, -3.2712], [2.0348, -1.4152, 0.8970], [2.3999, 0.8223, 0.3432], [-2.0985, 1.4071, -2.4897], [-2.4007, -0.3591, -2.3591], [-1.2799, 0.2594, -3.6173], [2.1144, -1.0463, -3.1790], [2.3639, 0.5733, -3.4758], [1.0357, -0.1909, -4.0826], [3.1660, 1.9345, -0.6408], [3.2410, 0.3052, -0.9933], [-1.1475, 1.8931, 1.2254], [-0.9553, 0.9922, 2.3716], [-0.9251, 1.7065, 3.6506], [0.1042, -0.0194, 2.2577], [-0.0979, -1.0473, 1.1521], [-1.3910, -1.3848, 0.7268], [-1.5634, -2.1953, -0.4078], [-0.4585, -2.6285, -1.1374], [0.8452, -2.3611, -0.6736], [1.0276, -1.6276, 0.5144], [-1.8197, 2.6955, 1.5728], [-1.6834, 1.4003, 0.3836], [-0.2068, 2.3776, 0.8777], [-1.4979, 1.1554, 4.4176], [0.0977, 1.8488, 4.0500], [-1.3992, 2.6887, 3.5232], [1.1110, 0.4645, 2.1303], [0.1680, -0.5174, 3.2427], [-2.2477, -0.9911, 1.2850], [-2.5658, -2.5009, -0.7038], [-0.5955, -3.2394, -2.0369], [1.7234, -2.7586, -1.2004]], "forces_ev_per_a": [[-0.97, -0.01, -0.55], [0.43, -0.02, -0.03], [0.18, 0.42, 0.32], [-0.42, -0.13, -0.31], [-0.37, -0.07, -0.25], [0.80, 0.35, -0.10], [-0.13, -0.16, -0.34], [0.02, 0.30, -0.24], [-0.33, 0.13, -0.01], [0.18, 0.26, -0.08], [0.07, -0.18, 0.07], [0.14, -0.02, 0.11], [-0.15, -0.41, 0.11], [0.15, 0.03, 0.11], [-0.09, -0.14, 0.46], [-0.14, -0.01, -0.22], [0.05, -0.24, 0.12], [0.25, 0.33, 0.46], [0.34, -0.35, 0.41], [0.01, 0.19, -0.18], [0.27, -0.13, 0.11], [0.04, -0.39, 0.24], [0.16, -0.20, 0.34], [-0.62, 0.24, 0.07], [0.28, -0.23, -0.40], [0.31, 0.09, 0.36], [-0.24, -0.14, 0.04], [0.18, 0.09, -0.22], [-0.26, 0.11, -0.25], [0.22, -0.30, 0.17], [-0.47, -0.18, -0.01], [-0.06, 0.07, -0.39], [0.34, -0.08, -0.33], [0.23, 0.24, -0.08], [0.04, 0.34, 0.27], [-0.42, 0.22, 0.23]], "mulliken_spin": [-0.011, 6.953, -0.030, 0.031, -0.018, 0.009, 0.000, 0.000, -0.004, -0.001, -0.004, -0.005, 0.002, 0.008, -0.006, 0.004, 0.004, 0.002, 0.045, -0.034, 0.000, 0.037, 0.050, -0.032, -0.002, 0.005, 0.007, 0.001, 0.001, -0.003, -0.006, 0.003, 0.000, -0.002, -0.008, 0.004], "spin_multiplicity": 8, "total_charge": -1, "gap_ev": [2.7311, 2.7090], "de_lowest_kcal_mol": 0.00, "s2": 15.779, "lumo_energy_ev": [2.769, 2.762]}